# 1
C6H19CsN5O3 as an isolated structure at a distorted geometry, computed with ωB97M-V/def2-TZVPD.

Last column: Mulliken charge in e.
Positions of all 34 atoms, in Å:
Cs (2.59, -0.89, -0.12)  0.690
C (-0.37, 1.45, -3.35)  -1.677
C (-0.23, 0.70, -2.02)  0.403
C (-1.08, -0.53, -1.88)  -0.961
O (-1.30, -0.76, -0.50)  -0.337
C (-2.13, -1.86, -0.22)  -1.008
N (1.14, 0.27, -1.89)  -0.610
H (0.46, 2.16, -3.40)  0.420
H (-1.20, 2.16, -3.36)  0.400
H (-0.33, 0.79, -4.21)  0.343
H (-0.56, 1.40, -1.25)  0.260
H (-0.62, -1.34, -2.44)  0.391
H (-1.98, -0.25, -2.42)  0.603
H (-2.91, -1.92, -0.98)  0.368
H (-2.79, -1.83, 0.65)  0.274
H (-1.49, -2.73, -0.11)  0.404
H (1.09, -0.43, -1.15)  0.653
H (1.65, 1.07, -1.56)  0.256
C (1.04, -1.21, 2.41)  1.040
O (2.08, -0.96, 1.84)  -0.847
N (-0.09, -1.34, 1.76)  -0.348
N (0.89, -1.12, 3.79)  -0.439
H (-0.09, -1.19, 0.76)  0.241
H (-0.94, -1.60, 2.23)  0.235
H (0.04, -1.28, 4.30)  0.164
H (1.68, -0.73, 4.28)  0.243
C (0.94, 1.35, 0.68)  0.572
O (1.51, 0.98, -0.29)  -0.941
N (1.33, 2.32, 1.48)  -0.392
N (-0.17, 0.73, 1.09)  -0.195
H (2.16, 2.87, 1.28)  0.281
H (0.79, 2.64, 2.27)  0.169
H (-0.47, 0.06, 0.41)  0.116
H (-0.65, 1.03, 1.92)  0.228

Calculated values
Orbital gap (hartree): 0.2794
Relative energy (zero: lowest compared OMol25 entry of this formula, charge and spin) (kJ/mol): 1309.6
F_max (eV/Å): 14.5
LUMO (eV): -2.84
E (hartree): -759.0618
Net charge: +1

# 2
One molecule with the formula C19H16N2O5 at a distorted geometry, computed with ωB97M-V/def2-TZVPD.

Last column: Mulliken charge in e.
Positions of all 42 atoms, in Å:
C (-1.17, -1.87, 0.02)  -1.159
N (-0.43, -0.93, -0.87)  0.088
C (0.37, -1.52, -1.93)  0.257
C (-0.20, -2.54, -2.79)  -0.983
C (0.68, -3.23, -3.65)  -0.037
C (2.04, -2.93, -3.88)  -0.580
N (2.86, -3.90, -4.61)  0.875
O (2.26, -4.84, -5.14)  -0.552
O (4.10, -3.78, -4.72)  -0.564
C (2.50, -1.99, -2.94)  -0.195
C (1.73, -1.25, -2.02)  0.338
C (2.34, -0.26, -1.13)  1.227
O (3.53, 0.03, -1.27)  -0.905
C (1.54, 0.55, -0.27)  0.130
C (2.10, 1.61, 0.53)  0.167
O (3.50, 1.78, 0.46)  -0.636
C (1.26, 2.45, 1.28)  -0.960
C (-0.05, 2.03, 1.45)  0.032
C (-0.66, 0.97, 0.75)  0.239
C (0.16, 0.21, -0.13)  -0.121
C (-2.12, 1.07, 0.54)  -0.451
C (-2.79, 1.72, 1.57)  -1.193
C (-2.00, 2.37, 2.74)  2.007
C (-2.63, 3.64, 3.34)  -1.803
C (-1.81, 1.28, 3.84)  -1.448
O (-0.74, 2.78, 2.33)  -0.469
H (-2.15, -2.10, -0.44)  0.345
H (-1.34, -1.41, 0.96)  0.496
H (-0.70, -2.86, 0.18)  0.309
H (-1.21, -2.79, -2.64)  0.502
H (0.20, -4.15, -4.18)  0.280
H (3.53, -1.91, -2.81)  0.607
H (3.87, 1.14, -0.09)  0.394
H (1.63, 3.32, 1.79)  0.501
H (-2.60, 0.62, -0.29)  0.559
H (-3.87, 1.74, 1.49)  0.316
H (-2.72, 4.40, 2.64)  0.497
H (-2.16, 4.08, 4.22)  0.377
H (-3.69, 3.35, 3.50)  0.435
H (-0.76, 1.17, 3.86)  0.333
H (-2.17, 1.65, 4.77)  0.481
H (-2.24, 0.27, 3.55)  0.262

Calculated values
Orbital gap (hartree): 0.2678
Relative energy (zero: lowest compared OMol25 entry of this formula, charge and spin) (kJ/mol): 653.1
F_max (eV/Å): 5.7
LUMO (eV): -0.93
E (hartree): -1219.1829
SMILES: Cn1c2ccc([N+](=O)[O-])cc2c(=O)c2c(O)cc3c(c21)C=CC(C)(C)O3

# 3
One molecule with the formula C5H12N2S at a distorted geometry, computed with ωB97M-V/def2-TZVPD.

Last column: Mulliken charge in e.
Positions of all 20 atoms, in Å:
C (0.90, 2.01, -0.24)  -0.894
N (0.37, 0.99, 0.68)  -0.490
N (-0.69, 0.38, -0.08)  0.249
C (-1.91, 0.77, 0.10)  -0.090
S (-3.37, 0.01, -0.29)  -0.305
C (-0.33, -1.02, -0.36)  0.010
C (1.07, -1.14, -1.08)  -1.306
C (-0.06, -1.68, 1.09)  -1.044
H (0.07, 2.58, -0.64)  0.363
H (1.51, 1.55, -1.02)  0.259
H (1.61, 2.59, 0.25)  0.405
H (-0.10, 1.42, 1.54)  0.343
H (-1.98, 1.91, 0.40)  0.183
H (-1.13, -1.56, -0.88)  0.409
H (0.87, -0.84, -2.16)  0.303
H (1.90, -0.54, -0.53)  0.281
H (1.36, -2.17, -1.26)  0.427
H (-0.09, -2.79, 1.18)  0.369
H (0.90, -1.26, 1.48)  0.309
H (-0.90, -1.21, 1.80)  0.219

Calculated values
Orbital gap (hartree): 0.3233
Relative energy (zero: lowest compared OMol25 entry of this formula, charge and spin) (kJ/mol): 190.8
F_max (eV/Å): 4.1
LUMO (eV): 0.56
E (hartree): -705.3201
SMILES: CNN(C=S)C(C)C

# 4
One molecule with the formula C6H7N at a distorted geometry, computed with ωB97M-V/def2-TZVPD.

Last column: Mulliken charge in e.
Positions of all 14 atoms, in Å:
C (-1.12, -0.48, -0.95)  -0.198
C (-1.36, 0.59, -0.20)  -0.529
C (-0.11, 1.07, 0.51)  -0.032
N (0.60, 0.98, 1.78)  -0.561
C (0.58, -0.20, 1.10)  -0.036
C (1.19, -0.77, -0.10)  -0.850
C (0.24, -1.05, -0.92)  -0.014
H (-2.02, -0.79, -1.56)  0.291
H (-2.29, 1.25, -0.46)  0.249
H (0.47, 1.47, -0.29)  0.304
H (1.32, 1.60, 1.69)  0.263
H (-0.24, -0.83, 1.45)  0.412
H (2.15, -1.13, -0.29)  0.441
H (0.59, -1.70, -1.77)  0.259

Calculated values
Orbital gap (hartree): 0.3471
Relative energy (zero: lowest compared OMol25 entry of this formula, charge and spin) (kJ/mol): 500.4
F_max (eV/Å): 6.1
LUMO (eV): 1.09
E (hartree): -287.3966
SMILES: C1=C[C@H]2N[C@@H]2C=C1

Among the records above, which one has the lowest F_max? C5H12N2S

Which of these has the lowest F_max? C5H12N2S

Among the records above, which one has the lowest orbital gap? C19H16N2O5

What did the fourth record say?
One molecule with the formula C6H7N at a distorted geometry, computed with ωB97M-V/def2-TZVPD.

Last column: Mulliken charge in e.
Positions of all 14 atoms, in Å:
C (-1.12, -0.48, -0.95)  -0.198
C (-1.36, 0.59, -0.20)  -0.529
C (-0.11, 1.07, 0.51)  -0.032
N (0.60, 0.98, 1.78)  -0.561
C (0.58, -0.20, 1.10)  -0.036
C (1.19, -0.77, -0.10)  -0.850
C (0.24, -1.05, -0.92)  -0.014
H (-2.02, -0.79, -1.56)  0.291
H (-2.29, 1.25, -0.46)  0.249
H (0.47, 1.47, -0.29)  0.304
H (1.32, 1.60, 1.69)  0.263
H (-0.24, -0.83, 1.45)  0.412
H (2.15, -1.13, -0.29)  0.441
H (0.59, -1.70, -1.77)  0.259

Calculated values
Orbital gap (hartree): 0.3471
Relative energy (zero: lowest compared OMol25 entry of this formula, charge and spin) (kJ/mol): 500.4
F_max (eV/Å): 6.1
LUMO (eV): 1.09
E (hartree): -287.3966
SMILES: C1=C[C@H]2N[C@@H]2C=C1